(1)
Here is a cluster of 11 separate species, C32H38F10N4O34P3S in total at a distorted geometry from the OMol25 dataset. Energies are from ωB97M-V with the def2-TZVPD basis set.

As for the HOMO-LUMO gap: 8.23 eV. The value obtained for the molar mass is 1337.62 g mol⁻¹. The calculation puts the highest occupied orbital energy at -0.4538 hartree. The calculation puts the energy at -175249.3163 eV.

ORCA input file:
```
! wB97M-V def2-TZVPD RIJCOSX def2/J DEFGRID3
* xyz 1 1
C -0.792 -8.388 0.916
H -3.826 -5.050 3.043
N -0.820 -3.300 0.823
N 0.276 -3.934 -1.214
C -2.901 1.481 2.098
H 5.992 -4.536 -5.288
O 4.530 -0.867 -3.799
H 4.830 1.059 -2.100
O -7.488 -0.180 2.063
C -0.303 -6.843 2.458
O 9.513 2.850 -6.156
N -2.055 -3.648 1.305
H 3.714 2.433 -2.147
C -2.631 -4.484 0.427
H -0.242 -2.042 3.051
O -0.223 -5.771 2.964
F 4.150 2.407 -4.613
O -2.528 2.844 2.230
O -3.396 7.461 -1.143
C 4.738 2.116 -2.337
O 0.934 3.701 8.543
C -0.234 2.388 -0.325
O 1.019 1.541 9.192
C -3.286 1.105 3.504
C -6.554 -2.045 -2.721
H -3.319 -1.360 1.719
O -2.683 9.596 -1.150
O 0.031 -0.822 1.043
O -2.418 1.948 4.279
H 1.688 4.337 6.738
C 9.133 5.931 -4.857
C 5.129 -4.034 -4.858
C 4.192 -3.477 -5.899
H 4.680 -3.144 -6.816
P 0.179 -2.164 1.705
C 9.512 3.820 -5.476
H 1.125 3.578 -1.527
C 0.698 2.365 8.407
O -3.545 -1.713 2.595
O 6.767 4.807 -1.951
F 0.244 5.540 7.426
O -6.237 1.086 3.450
H 0.807 -9.657 1.665
C -0.002 -9.028 2.028
O 3.626 -2.358 -5.232
C -5.260 -2.437 -3.383
O -1.433 3.926 3.882
H -5.264 -3.478 -3.709
H -0.636 -9.612 2.697
O 9.516 3.805 -4.119
C -5.003 -2.372 -1.154
H 2.228 -2.932 -2.433
C 0.733 4.286 7.266
H 10.698 5.375 -3.465
H -6.647 -1.505 0.733
H -0.197 3.318 5.563
C 9.649 5.160 -3.673
C -6.750 -2.207 2.811
C -1.672 6.649 0.113
H -7.535 -2.565 3.479
O -4.191 -4.184 2.805
O -1.363 7.955 -0.335
O -0.592 1.412 -1.290
F -0.564 5.867 0.002
O -4.497 -2.383 -0.070
C -2.754 6.220 -0.843
F -3.952 1.382 1.241
H -0.269 1.944 0.672
F -1.870 -9.126 0.568
O 1.636 1.569 -1.342
O -6.022 -1.150 3.447
P -2.901 -3.189 2.757
O -6.333 -2.446 -1.368
H -1.302 3.640 6.903
H 1.532 -2.582 1.728
H -6.093 -3.037 2.556
F 3.204 -4.355 -6.206
N -1.844 -4.729 -0.627
H -6.774 -0.976 -2.750
C -2.500 8.455 -0.904
H -4.336 1.337 3.719
H -5.004 -1.802 -4.227
P 1.793 -3.087 -1.094
C -7.312 -1.510 1.600
O 0.602 -0.190 -2.302
H -2.055 0.916 1.692
C -0.280 3.366 6.639
O 5.646 3.773 -3.609
O -1.235 -7.175 1.518
H -3.107 0.054 3.727
H -0.209 -8.156 0.022
H -3.454 5.514 -0.400
H 5.993 1.806 -4.110
C 6.081 3.918 -2.327
H 1.776 3.118 0.057
O 5.636 2.904 -1.545
C 4.557 -1.922 -4.339
C -2.069 2.997 3.505
C -0.737 -3.976 -0.361
C 1.145 2.795 -0.768
C 0.558 0.837 -1.707
O 0.052 2.107 7.241
C 5.185 2.436 -3.737
H -2.344 5.789 -1.758
F -1.125 3.395 -0.383
H -3.610 -4.933 0.471
F -7.601 -2.730 -3.220
O 9.494 5.097 -5.948
H -1.982 6.686 1.159
S 3.118 -4.144 -0.139
H 0.135 -4.470 -2.061
F 9.755 7.129 -4.988
H 4.623 -4.719 -4.175
H 9.064 5.333 -2.772
H 8.052 6.084 -4.860
O 5.519 -2.854 -4.148
O 0.507 -7.883 2.728
H 1.598 -1.782 -0.590
O -2.112 -3.364 3.984
F -8.513 -2.017 1.237
C -6.558 0.023 3.031
O -4.319 -2.276 -2.307
*
```


(2)
Here is a structure of composition C32H39AuCl2N2P from the OMol25 dataset. Energies are from ωB97M-V with the def2-TZVPD basis set.

As for the HOMO-LUMO gap (alpha / beta): 7.94 / 4.16 eV. The value obtained for the molar mass is 750.53 g mol⁻¹. Its expectation value of S² is 2.02. Its relative energy (zero: lowest compared OMol25 entry of this formula, charge and spin) is 0.0000 eV. The calculation puts the highest occupied orbital energy (alpha / beta) at -0.6333 / -0.6328 hartree. The calculation puts the energy at -74797.1844 eV.

ORCA input file:
```
! wB97M-V def2-TZVPD RIJCOSX def2/J DEFGRID3
* xyz 3 3
C -1.773 -1.448 4.589
H -0.294 -2.393 -1.753
H 1.061 -6.431 -2.109
H -0.073 2.886 -1.180
C 0.883 -5.555 -1.499
C 0.355 -4.409 -2.077
C -3.025 3.505 -2.715
C -3.026 4.489 -4.960
C -3.565 5.927 -2.958
H -4.789 -3.418 -0.282
H 1.238 -4.494 1.692
H -1.876 -0.700 5.364
H -3.944 5.944 -1.933
C -1.085 2.741 -1.519
C -3.723 4.534 -3.584
H -5.678 5.031 -4.311
C 0.121 -3.286 -1.298
C -2.287 -3.717 3.716
H 2.592 -1.561 1.175
C -2.412 -2.710 4.729
C 1.794 -1.522 1.914
H -4.141 6.653 -3.531
C -3.154 -2.072 -0.410
H -8.744 -0.867 -0.305
H 3.246 1.730 -1.167
H -1.180 4.615 -2.493
H -8.341 -1.903 -2.634
C -6.903 -1.727 -1.030
C -1.039 -1.202 3.473
H -3.532 5.172 -5.642
H -7.074 -3.074 0.680
H -5.729 4.141 -2.804
H 3.600 0.616 0.195
C -7.688 -0.605 -0.328
H -5.584 0.579 -1.606
Au -0.731 -0.028 -0.168
C -5.416 -1.448 -0.919
H -6.760 -2.579 -3.038
C -4.908 -0.189 -1.258
H -4.622 2.069 -2.692
N -2.707 -0.850 -0.709
C -4.486 -2.409 -0.518
Cl 1.465 1.616 0.373
C -1.548 -3.468 2.597
C -7.280 -3.066 -0.392
H -2.764 -4.679 3.854
H -7.606 0.350 -0.850
C -7.266 -1.759 -2.526
C -3.623 2.294 -2.353
H -7.001 -0.827 -3.029
N -1.682 1.587 -1.179
H -3.007 -2.916 5.611
H -3.076 3.488 -5.393
H 1.784 -0.552 2.409
H -5.371 3.306 -4.340
H 0.139 -4.386 -3.137
C 1.192 -5.586 -0.143
H -1.980 4.790 -4.892
H -2.529 6.264 -2.945
H -0.553 -0.242 3.347
C 2.865 0.937 -0.534
C 0.973 -4.468 0.641
H -1.427 -4.233 1.842
H -8.349 -3.231 -0.521
H 1.963 -2.300 2.660
C -5.208 4.217 -3.762
C -1.720 3.708 -2.262
C -0.885 -2.218 2.460
H -6.774 -3.909 -0.866
P 0.227 -1.838 1.048
H 1.611 -6.480 0.299
Cl 2.379 -0.420 -1.541
H -2.413 -2.799 -0.101
C 0.429 -3.312 0.063
C -2.953 1.371 -1.579
H -7.348 -0.465 0.700
C -3.560 0.085 -1.169
*
```


> Look up the molar mass of the first one.

1337.62 g mol⁻¹


> Among the records above, which one has the lowest molar mass?

C32H39AuCl2N2P


> The highest molar mass belongs to which entry?

C32H38F10N4O34P3S


> molar mass of number 1 (C32H38F10N4O34P3S)?

1337.62 g mol⁻¹